Record 1
The following is a DFT calculation (the ωB97M-V functional and the def2-TZVPD basis) of the molecule C3H7ClFN.

Results
Electronic energy, eV: -19951.47034
Structure (SMILES): C[C@](F)(Cl)CN
Strongest force on any atom, eV/A: 6.13
Orbital gap, eV: 10.74
Energy above the lowest of the compared OMol25 structures with the same formula, charge and spin, kJ/mol: 321.3
HOMO, Eh: -0.366

Each line ends with the Löwdin charge.
Element x y z (Å)
C1 -1.553 -0.479 -0.435  -0.14
C2 -0.613 0.232 0.400  -1.02
F1 -0.918 0.148 1.644  0.04
Cl1 -0.477 2.004 0.077  0.64
C3 0.887 -0.285 -0.050  -0.34
N1 2.142 0.361 0.352  -0.07
H1 -2.719 0.145 -0.633  0.18
H2 -1.084 -0.958 -1.582  0.17
H3 -1.594 -1.447 0.123  0.08
H4 1.016 -1.414 0.205  0.14
H5 0.980 -0.156 -1.259  0.14
H6 1.806 0.405 1.301  0.04
H7 2.127 1.443 -0.142  0.14

Record 2
The following is a DFT calculation (the ωB97M-V functional and the def2-TZVPD basis) of the molecule C3H7ClFN.

Results
Electronic energy, eV: -19953.75799
Structure (SMILES): CNC[C@@H](F)Cl
Strongest force on any atom, eV/A: 3.14
Orbital gap, eV: 10.25
Energy above the lowest of the compared OMol25 structures with the same formula, charge and spin, kJ/mol: 100.5
HOMO, Eh: -0.341

Each line ends with the Löwdin charge.
Element x y z (Å)
C1 -0.031 -2.306 -0.762  -0.13
N1 0.768 -1.176 -1.276  -0.13
C2 0.146 0.065 -1.156  -0.33
C3 0.335 0.904 0.079  -0.68
F1 -0.249 2.100 -0.169  -0.05
Cl1 -0.454 0.269 1.611  0.58
H1 0.445 -2.831 0.089  0.08
H2 -0.155 -3.040 -1.536  0.05
H3 -1.075 -2.007 -0.555  0.08
H4 1.651 -1.061 -0.719  0.13
H5 -0.937 -0.056 -1.433  0.14
H6 0.520 0.652 -2.021  0.13
H7 1.434 1.134 0.282  0.13

Record 3
The following is a DFT calculation (the ωB97M-V functional and the def2-TZVPD basis) of a cluster of 2 separate species, C3H7ClFN3 in total.

Results
Electronic energy, eV: -22931.00558
Strongest force on any atom, eV/A: 3.39
Orbital gap, eV: 8.43
Energy above the lowest of the compared OMol25 structures with the same formula, charge and spin, kJ/mol: 386.0
HOMO, Eh: -0.285

Each line ends with the Löwdin charge.
Element x y z (Å)
C1 2.053 0.101 0.341  -0.28
C2 -1.498 -1.017 -0.600  -0.07
C3 -0.664 1.189 -0.206  -0.64
N1 3.135 0.761 0.424  0.13
N2 -1.100 -0.196 1.607  0.04
N3 -1.044 0.009 0.306  -0.40
F1 1.477 -0.567 -0.713  0.00
Cl1 -0.951 1.492 -1.795  0.72
H1 -1.199 -0.734 -1.664  0.05
H2 -1.023 -1.861 -0.208  0.07
H3 -2.603 -1.053 -0.616  0.11
H4 -0.573 2.072 0.467  0.11
H5 3.815 0.777 -0.338  0.06
H6 -1.284 -1.194 1.823  0.04
H7 1.457 0.222 1.173  0.06

Record 4
The following is a DFT calculation (the ωB97M-V functional and the def2-TZVPD basis) of the molecule C3H7ClN2.

Results
Electronic energy, eV: -18726.50232
Structure (SMILES): [H]/N=C\NCCCl
Strongest force on any atom, eV/A: 2.79
Orbital gap, eV: 9.93
Energy above the lowest of the compared OMol25 structures with the same formula, charge and spin, kJ/mol: 80.1
HOMO, Eh: -0.335

Each line ends with the Löwdin charge.
Element x y z (Å)
H1 -0.837 2.469 -2.034  0.01
N1 -1.546 1.771 -2.149  0.05
C1 -1.504 0.821 -1.271  -0.34
N2 -0.685 0.690 -0.190  -0.03
C2 -0.694 -0.121 1.018  -0.28
C3 0.231 -1.294 0.911  -0.57
Cl1 1.932 -0.825 0.630  0.54
H2 -2.295 0.038 -1.398  0.12
H3 -0.183 1.570 -0.039  0.13
H4 -0.605 0.484 1.911  0.11
H5 -1.730 -0.529 1.217  0.14
H6 -0.049 -1.976 0.157  0.06
H7 0.286 -1.699 1.898  0.06

Record 5
The following is a DFT calculation (the ωB97M-V functional and the def2-TZVPD basis) of a cluster of 2 separate species, C3H7ClN2O in total.

Results
Electronic energy, eV: -20772.64054
Structure (SMILES): [H]/N=C/OC.[H]/N=C\Cl
Strongest force on any atom, eV/A: 3.73
Orbital gap, eV: 10.71
Energy above the lowest of the compared OMol25 structures with the same formula, charge and spin, kJ/mol: 149.2
HOMO, Eh: -0.363

Each line ends with the Löwdin charge.
Element x y z (Å)
H1 1.792 2.962 -0.801  0.05
N1 2.093 2.303 -0.077  0.11
C1 1.540 1.172 -0.150  -0.33
O1 1.932 0.199 0.715  -0.12
C2 1.429 -1.070 0.401  -0.14
H2 0.696 0.730 -0.751  0.13
H3 2.307 -1.721 0.610  0.09
H4 1.097 -1.228 -0.617  0.07
H5 0.639 -1.519 1.143  0.11
H6 -2.388 -1.747 -0.842  0.06
N2 -1.986 -0.910 -0.478  0.06
C3 -2.587 0.004 0.076  -0.69
Cl1 -4.324 0.116 0.020  0.58
H7 -2.241 0.709 0.752  0.04

Record 6
The following is a DFT calculation (the ωB97M-V functional and the def2-TZVPD basis) of a cluster of 2 separate species, C3H7ClN2S in total.

Results
Electronic energy, eV: -29561.58066
Structure (SMILES): [H]/N=C/N/C=C/Cl.S
Strongest force on any atom, eV/A: 0.26
Orbital gap, eV: 8.64
Energy above the lowest of the compared OMol25 structures with the same formula, charge and spin, kJ/mol: 53.9
HOMO, Eh: -0.304

Each line ends with the Löwdin charge.
Element x y z (Å)
H1 -0.185 -1.475 2.513  0.04
N1 -0.341 -1.457 1.509  0.08
C1 0.199 -0.417 1.010  -0.30
N2 0.158 -0.113 -0.327  -0.01
C2 -0.451 -0.847 -1.345  -0.21
C3 -1.116 -1.995 -1.216  -0.57
Cl1 -1.805 -2.754 -2.621  0.57
H2 0.746 0.342 1.578  0.10
H3 0.618 0.734 -0.608  0.04
H4 -0.342 -0.391 -2.324  0.11
H5 -1.270 -2.510 -0.282  0.03
S1 1.187 3.129 0.354  0.52
H6 1.704 3.329 1.575  -0.20
H7 0.899 4.427 0.183  -0.21